## i
Here is an isolated molecule of C7H13NO from OMol25. Energies are from ωB97M-V/def2-TZVPD.

Geometry as ORCA input:
```
! wB97M-V def2-TZVPD RIJCOSX def2/J DEFGRID3
* xyz 0 1
C -1.46181 -0.76692 1.23476
C -0.37793 -0.07281 0.93126
C 0.45389 0.62431 2.05463
C 0.04801 0.26676 -0.46075
C -0.71588 1.49881 -0.95110
C 1.55505 0.47867 -0.63649
C -0.32579 -0.96603 -1.42646
N 0.13862 -2.17198 -1.01396
O -0.89019 -0.82520 -2.48655
H -2.08461 -1.21528 0.47808
H -1.76130 -0.92764 2.25760
H 0.56739 1.69032 1.86845
H -0.05925 0.50344 3.00482
H 1.44282 0.17418 2.11716
H -0.39893 2.38599 -0.40718
H -0.52798 1.64006 -2.01299
H -1.78600 1.36401 -0.81768
H 2.12351 -0.36136 -0.24302
H 1.87997 1.39224 -0.14423
H 1.77883 0.57843 -1.69714
H -0.06726 -2.98412 -1.57422
H 0.46883 -2.30587 -0.07497
*
```

## Properties
HOMO-LUMO gap   10.1599 eV
HOMO level   -9.3671 eV
LUMO   0.0291 hartree
Structure (SMILES)   C=C(C)C(C)(C)C(N)=O



## ii
Here is an isolated molecule of C7H13NO from OMol25. Energies are from ωB97M-V/def2-TZVPD.

Geometry as ORCA input:
```
! wB97M-V def2-TZVPD RIJCOSX def2/J DEFGRID3
* xyz 0 1
C -2.03004 -0.25456 0.52898
C -0.78995 -0.47349 0.12205
C -0.45991 -1.76522 -0.54454
N -0.82598 -1.81789 -1.85014
O 0.21478 -2.63265 -0.01466
C 0.43527 0.51106 0.33469
C 0.16973 1.42793 1.52817
C 0.55372 1.33863 -0.95170
C 1.71104 -0.27776 0.56033
H -2.81996 -0.96072 0.32376
H -2.31169 0.60429 1.11504
H -0.60501 -2.64940 -2.37787
H -1.38532 -1.10285 -2.27506
H -0.69379 2.06411 1.35645
H -0.00009 0.84062 2.42688
H 1.03223 2.07113 1.69221
H 1.39981 2.02302 -0.87456
H -0.34884 1.92690 -1.11619
H 0.70609 0.68627 -1.81138
H 2.05258 -0.76922 -0.34450
H 2.50514 0.35847 0.94200
H 1.49019 -1.14867 1.23002
*
```

## Properties
HOMO-LUMO gap   10.4308 eV
HOMO level   -9.6328 eV
LUMO   0.0293 hartree
Structure (SMILES)   C=C(C(N)=O)C(C)(C)C



## iii
Here is a cluster of 2 separate species, C7H13NO in total from OMol25. Energies are from ωB97M-V/def2-TZVPD.

Geometry as ORCA input:
```
! wB97M-V def2-TZVPD RIJCOSX def2/J DEFGRID3
* xyz 0 1
C -0.83571 -1.47032 -0.48559
C -1.54208 -0.17025 -0.87843
C -1.49094 0.83978 0.29689
C -2.58177 0.62436 1.31702
O -0.93107 1.91166 0.20974
H 0.22404 -1.27219 -0.34051
H -0.89144 -2.20678 -1.28424
H -1.27058 -1.90606 0.41180
H -2.58834 -0.38644 -1.09901
H -1.07415 0.25431 -1.76703
H -2.43538 1.27888 2.17290
H -2.62716 -0.41809 1.62128
H -3.54097 0.87570 0.86539
C 3.09801 -1.05664 0.84761
C 2.37283 -0.02455 0.12314
C 2.02216 0.83314 -0.65616
N 1.54004 1.73937 -1.52469
H 2.47779 -1.94740 0.95875
H 4.00262 -1.34155 0.30914
H 3.39167 -0.69743 1.83577
H 0.56827 1.96878 -1.33104
H 2.11213 2.57172 -1.60272
*
```

## Properties
HOMO-LUMO gap   8.8478 eV
HOMO level   -8.0601 eV
LUMO   0.0289 hartree
Structure (SMILES)   CCC(C)=O.CC#CN



## iv
Here is a structure of composition C7H13NO from OMol25. Energies are from ωB97M-V/def2-TZVPD.

Geometry as ORCA input:
```
! wB97M-V def2-TZVPD RIJCOSX def2/J DEFGRID3
* xyz 0 1
C 0.94049 0.76280 0.34683
C 1.83856 -1.71495 0.32340
C -1.62954 -0.59615 1.08092
C -2.43688 0.44890 -1.06998
C 1.88739 -0.33305 -0.28507
C -1.26097 0.05651 -0.22024
N 1.32614 2.10684 0.10303
C -0.02482 0.20307 -0.74100
O 2.84562 0.04397 -0.95417
H 0.68049 0.54054 1.37796
H 1.71617 2.21399 -0.83122
H 2.01213 2.43573 0.77153
H 0.09669 0.67952 -1.70540
H 1.04974 -2.28470 -0.16553
H 1.62750 -1.70988 1.39165
H 2.79181 -2.21548 0.16135
H -2.49423 -1.24557 0.94164
H -0.82286 -1.18392 1.50926
H -2.13556 1.10454 -1.88542
H -2.91108 -0.44118 -1.48956
H -3.19012 0.96474 -0.47389
H -1.90666 0.16370 1.81390
*
```

## Properties
HOMO-LUMO gap   8.5117 eV
HOMO level   -7.8567 eV
LUMO   0.0241 hartree



Stability ranking, top entry: i; the second entry is 0.0042 hartree less favorable.



## i
Here is an isolated molecule of CH4NOP from OMol25. Energies are from ωB97M-V/def2-TZVPD.

Geometry as ORCA input:
```
! wB97M-V def2-TZVPD RIJCOSX def2/J DEFGRID3
* xyz 0 1
N -0.90045 -0.48987 -0.37795
C -0.25052 0.63018 0.28722
P 1.58297 0.50617 0.24154
O 1.80786 -0.66045 -0.59560
H -0.69458 -1.34031 0.26036
H -0.49645 -0.67006 -1.28215
H -0.57869 1.62603 0.13792
H -0.47014 0.39831 1.32867
*
```

## Properties
HOMO-LUMO gap   8.4055 eV
HOMO level   -8.8739 eV
LUMO   -0.0172 hartree
Structure (SMILES)   NCP=O



## ii
Here is an isolated molecule of CH4NOP from OMol25. Energies are from ωB97M-V/def2-TZVPD.

Geometry as ORCA input:
```
! wB97M-V def2-TZVPD RIJCOSX def2/J DEFGRID3
* xyz 0 1
C -1.56322 -0.53481 -0.27544
N -0.69187 0.28457 0.15394
P 1.26668 0.20512 0.17174
O 2.61601 -0.44374 0.05875
H -1.36917 -1.52186 -0.59204
H -2.61840 -0.07166 -0.20490
H 1.09040 1.15615 -0.77040
H 1.26957 0.92622 1.45835
*
```

## Properties
HOMO-LUMO gap   9.8695 eV
HOMO level   -9.9824 eV
LUMO   -0.0041 hartree
Structure (SMILES)   C=N[PH2]=O



Stability ranking, top entry: i; the second entry is 0.0425 hartree less favorable.



## i
Here is the ion C5H11N2O with charge +1 from OMol25. Energies are from ωB97M-V/def2-TZVPD.

Geometry as ORCA input:
```
! wB97M-V def2-TZVPD RIJCOSX def2/J DEFGRID3
* xyz 1 1
N 2.33362 0.37140 -1.43755
C 1.94747 -0.75763 -0.88072
N 0.68633 -1.09775 -0.68804
C -0.32121 -0.09414 -0.88409
C -0.42919 0.85335 0.31740
C -1.54202 0.74857 1.33574
C -1.82403 -0.67005 1.76840
O -0.94549 -1.50523 1.76484
H 1.82670 1.10927 -1.89778
H 3.34529 0.36019 -1.64685
H 2.70939 -1.43066 -0.53324
H 0.42853 -2.03113 -0.38657
H -1.26277 -0.65062 -1.15082
H -0.35962 0.45789 -1.81859
H 0.51230 1.01876 0.92102
H -0.47250 1.89788 -0.03575
H -2.47355 1.02027 0.78821
H -1.39937 1.37364 2.19806
H -2.75989 -0.97402 2.26633
*
```

## Properties
HOMO-LUMO gap   9.7810 eV
HOMO level   -13.2423 eV
LUMO   -0.1272 hartree
Structure (SMILES)   N/C=[NH+]\CCCC=O



## ii
Here is the ion C5H11N2O with charge +1 from OMol25. Energies are from ωB97M-V/def2-TZVPD.

Geometry as ORCA input:
```
! wB97M-V def2-TZVPD RIJCOSX def2/J DEFGRID3
* xyz 1 1
C -1.22086 0.50243 -1.47190
C -0.66413 0.28140 -0.01474
N 0.77832 0.13382 0.10124
O 1.47140 1.31125 0.26908
C 1.43464 -0.94180 -0.20198
N 2.77890 -1.02431 -0.03314
C -1.48280 -0.73921 0.83307
C -1.36168 0.78833 1.23843
H -0.35766 0.41697 -2.21399
H -1.83559 1.42270 -1.56233
H -1.84649 -0.39799 -1.70310
H 0.98572 2.10330 0.03047
H 0.84002 -1.71057 -0.53715
H 3.26996 -1.87787 -0.27704
H 3.43425 -0.23936 0.26315
H -0.97194 -1.38253 1.58866
H -2.34395 -1.26975 0.41699
H -2.01934 1.60727 1.08091
H -0.88878 1.01592 2.19337
*
```

## Properties
HOMO-LUMO gap   10.7268 eV
HOMO level   -14.2357 eV
LUMO   -0.1290 hartree
Structure (SMILES)   CC1(/[N+](O)=C/N)CC1



Stability ranking, top entry: i; the second entry is 0.0856 hartree less favorable.



## i
Here is an isolated molecule of C29H42N4O3 from OMol25. Energies are from ωB97M-V/def2-TZVPD.

Geometry as ORCA input:
```
! wB97M-V def2-TZVPD RIJCOSX def2/J DEFGRID3
* xyz 0 1
C -6.49287 -0.74826 -2.86559
C -5.71355 -0.80122 -1.55876
C -5.66327 -2.22810 -0.99598
N -4.89174 -2.34370 0.21847
C -5.58029 -1.99985 1.44314
C -4.89723 -2.66806 2.62816
C -3.48249 -2.12090 2.73488
C -2.78586 -2.21498 1.40391
C -1.40309 -2.19952 1.37122
C -0.68826 -2.27300 0.18199
C 0.82171 -2.21151 0.16914
N 1.34698 -1.36555 -0.88624
C 2.34415 -1.93334 -1.76964
C 3.70152 -2.13789 -1.09017
C 4.26392 -0.81738 -0.56320
N 5.69085 -0.90405 -0.30734
C 6.00692 -1.68703 0.87456
C 7.52529 -1.79881 1.01206
O 8.13234 -0.53255 1.10568
C 7.81222 0.24604 -0.02401
C 6.30105 0.40893 -0.18095
C 1.10642 -0.01758 -0.97979
O 1.65892 0.67560 -1.81408
N 0.20042 0.45943 -0.06399
C -0.34843 1.74152 -0.00301
C -1.53104 1.90731 0.71889
C -2.10507 3.15188 0.84879
C -1.51795 4.27207 0.25875
O -2.19103 5.44890 0.43977
C -1.61987 6.65643 -0.01575
C -0.48646 7.14958 0.88024
C -0.34318 4.10592 -0.46422
C 0.23657 2.85514 -0.59075
C -1.40812 -2.38668 -0.99967
C -2.78608 -2.39753 -0.99053
C -3.51659 -2.30343 0.20277
H -6.02453 -1.38120 -3.61632
H -7.51415 -1.09294 -2.71676
H -6.52569 0.26872 -3.24788
H -6.18422 -0.14379 -0.82488
H -4.69481 -0.44312 -1.71980
H -6.68110 -2.56363 -0.77451
H -5.25856 -2.91030 -1.74772
H -5.59977 -0.91025 1.59883
H -6.61396 -2.34680 1.35974
H -4.86518 -3.74600 2.45987
H -5.45967 -2.47578 3.54251
H -3.51859 -1.07332 3.05356
H -2.91374 -2.66972 3.48837
H -0.86710 -2.12078 2.30877
H 1.18631 -1.88028 1.15216
H 1.21773 -3.21652 -0.00471
H 2.45610 -1.23718 -2.60321
H 1.97228 -2.89008 -2.15178
H 4.40075 -2.54400 -1.82189
H 3.59990 -2.86146 -0.27859
H 4.11031 -0.05113 -1.32580
H 3.70888 -0.50291 0.33856
H 5.58581 -2.68745 0.76830
H 5.59277 -1.22097 1.78828
H 7.79274 -2.33558 1.92422
H 7.92276 -2.33830 0.13877
H 8.29288 1.21447 0.12486
H 8.21695 -0.23020 -0.92976
H 6.08865 0.98546 -1.08316
H 5.90380 0.95809 0.69183
H -0.32850 -0.23017 0.45160
H -1.99997 1.04670 1.17703
H -3.02022 3.28576 1.40401
H -1.27989 6.55848 -1.05443
H -2.44713 7.37209 0.00711
H 0.33301 6.43534 0.89561
H -0.84997 7.27631 1.89701
H -0.11781 8.10407 0.51436
H 0.14190 4.94148 -0.94365
H 1.14243 2.73664 -1.16065
H -0.88160 -2.44548 -1.94052
H -3.29438 -2.47557 -1.93660
*
```

## Properties
HOMO-LUMO gap   8.2077 eV
HOMO level   -7.5059 eV
LUMO   0.0258 hartree
Structure (SMILES)   CCCN1CCCc2cc(CN(CCCN3CCOCC3)C(=O)Nc3ccc(OCC)cc3)ccc21



## ii
Here is an isolated molecule of C29H42N4O3 from OMol25. Energies are from ωB97M-V/def2-TZVPD.

Geometry as ORCA input:
```
! wB97M-V def2-TZVPD RIJCOSX def2/J DEFGRID3
* xyz 0 1
C 3.89489 5.83905 0.30024
C 2.65370 4.96196 0.39286
C 2.00602 5.05377 1.78124
N 0.84160 4.21662 1.93547
C -0.40811 4.75459 1.44503
C -1.56998 4.11279 2.19127
C -1.57359 2.62471 1.87835
C -0.20167 2.03937 2.08373
C -0.07905 0.67122 2.25188
C 1.14871 0.04369 2.41926
C 1.27187 -1.45787 2.52488
N 1.71029 -2.12384 1.30840
C 3.11556 -2.41458 1.12579
C 3.84937 -1.37874 0.26570
C 3.30621 -1.29571 -1.16204
N 2.07200 -0.53016 -1.25858
C 1.33383 -0.87243 -2.46547
C 0.03290 -0.07579 -2.52857
O 0.26387 1.31504 -2.47746
C 0.97612 1.64046 -1.30903
C 2.31036 0.90197 -1.23870
C 0.85153 -2.64139 0.37431
O 1.19317 -3.49216 -0.42529
N -0.42104 -2.12431 0.45076
C -1.52888 -2.46930 -0.32262
C -1.60119 -3.64176 -1.07323
C -2.73651 -3.93152 -1.79678
C -3.83523 -3.07146 -1.79311
O -4.90356 -3.46236 -2.54732
C -6.04245 -2.63033 -2.59643
C -7.05996 -3.29280 -3.51244
C -3.77007 -1.90595 -1.04004
C -2.62726 -1.61492 -0.31563
C 2.26827 0.85977 2.49953
C 2.17474 2.22584 2.33713
C 0.94660 2.85446 2.09334
H 4.63708 5.53058 1.03346
H 4.33973 5.76617 -0.68893
H 3.64230 6.88062 0.48725
H 2.91761 3.92216 0.18917
H 1.92755 5.27432 -0.36054
H 2.73951 4.79815 2.55019
H 1.69739 6.08753 1.96480
H -0.40280 5.83497 1.61215
H -0.52437 4.57640 0.36521
H -2.51090 4.57564 1.89179
H -1.43262 4.26641 3.26321
H -2.29722 2.10251 2.50862
H -1.87721 2.47357 0.83629
H -0.99295 0.08921 2.28299
H 2.00630 -1.69751 3.30170
H 0.31352 -1.88960 2.83414
H 3.18451 -3.39035 0.63550
H 3.59562 -2.48100 2.10659
H 4.90000 -1.67348 0.21900
H 3.79303 -0.39887 0.73652
H 4.08183 -0.86438 -1.82164
H 3.09421 -2.30836 -1.50870
H 1.09945 -1.93796 -2.43884
H 1.92984 -0.65707 -3.37134
H -0.48557 -0.26744 -3.46952
H -0.61678 -0.37186 -1.69381
H 1.13532 2.72042 -1.33597
H 0.38190 1.37956 -0.42114
H 2.81492 1.17485 -0.31039
H 2.94176 1.21520 -2.09241
H -0.50097 -1.23596 0.92074
H -0.75751 -4.31016 -1.09110
H -2.79814 -4.83512 -2.38221
H -6.46535 -2.50607 -1.58875
H -5.77130 -1.63863 -2.98669
H -6.63800 -3.41505 -4.50615
H -7.95577 -2.68144 -3.57625
H -7.32226 -4.27368 -3.12570
H -4.59684 -1.21371 -1.00610
H -2.59364 -0.70195 0.26437
H 3.23494 0.42249 2.70415
H 3.08035 2.80605 2.40373
*
```

## Properties
HOMO-LUMO gap   8.2706 eV
HOMO level   -7.5654 eV
LUMO   0.0259 hartree
Structure (SMILES)   CCCN1CCCc2cc(CN(CCCN3CCOCC3)C(=O)Nc3ccc(OCC)cc3)ccc21



Stability ranking, top entry: ii; the second entry is 0.0084 hartree less favorable.